{
  "formula": "C30H91ClN9O4",
  "method": "the ωB97M-V functional and the def2-TZVPD basis",
  "symbols": ["N", "H", "H", "H", "H", "N", "H", "H", "H", "H", "N", "H", "H", "H", "H", "N", "H", "H", "H", "H", "Cl", "O", "O", "O", "O", "C", "C", "N", "C", "C", "C", "C", "H", "H", "H", "H", "H", "H", "H", "H", "H", "H", "H", "H", "H", "H", "H", "C", "C", "N", "C", "C", "C", "C", "H", "H", "H", "H", "H", "H", "H", "H", "H", "H", "H", "H", "H", "H", "H", "C", "C", "N", "C", "C", "C", "C", "H", "H", "H", "H", "H", "H", "H", "H", "H", "H", "H", "H", "H", "H", "H", "C", "C", "N", "C", "C", "C", "C", "H", "H", "H", "H", "H", "H", "H", "H", "H", "H", "H", "H", "H", "H", "H", "C", "C", "N", "C", "C", "C", "C", "H", "H", "H", "H", "H", "H", "H", "H", "H", "H", "H", "H", "H", "H", "H"],
  "positions_angstrom": [[2.20853, 1.64049, 3.01734], [1.70996, 1.70720, 3.90090], [2.05064, 2.46481, 2.44797], [1.88632, 0.82890, 2.48290], [3.24118, 1.43100, 3.25585], [-2.07253, 1.89733, -1.28614], [-1.62120, 2.23464, -2.13753], [-3.05876, 1.65860, -1.40178], [-1.91370, 2.63327, -0.59471], [-1.49182, 1.11291, -0.94454], [-1.71869, 1.73591, 4.14100], [-2.24816, 2.43156, 4.67480], [-2.15978, 0.77014, 3.98779], [-0.86326, 1.63099, 4.68469], [-1.59599, 2.17473, 3.22803], [1.84441, 3.34827, -1.43684], [1.67009, 3.97345, -0.65569], [1.18264, 3.51469, -2.19759], [1.75258, 2.34283, -1.20973], [2.77410, 3.57247, -1.90594], [0.46459, -0.01935, 0.49048], [0.99002, -1.05836, 1.30360], [-0.38263, -0.55137, -0.54156], [-0.28111, 0.91761, 1.31567], [1.59888, 0.63906, -0.14726], [4.49866, -0.53980, 1.83168], [5.57446, 0.01793, 2.74582], [4.94427, 1.14093, 3.51722], [5.59056, 2.44498, 3.29218], [5.51194, 2.90026, 1.83550], [4.98052, 0.86044, 4.96777], [4.10738, -0.34322, 5.34019], [4.82162, -1.41376, 1.26222], [4.07379, 0.17086, 1.11597], [3.61883, -0.88384, 2.38543], [5.99506, -0.82047, 3.30055], [6.41415, 0.39678, 2.16204], [5.07390, 3.23144, 3.84895], [6.62805, 2.42538, 3.63725], [4.47231, 3.07046, 1.54224], [6.09315, 3.81272, 1.71202], [5.97064, 2.16087, 1.17809], [4.58516, 1.72139, 5.51736], [6.00102, 0.79171, 5.35767], [4.16339, -0.59462, 6.39769], [4.35134, -1.24521, 4.78150], [3.06220, -0.08760, 5.13306], [3.31220, 4.96173, -4.89879], [4.36041, 5.01281, -3.79843], [4.30472, 3.82462, -2.91261], [4.56712, 2.55683, -3.61491], [4.33221, 1.29429, -2.78498], [5.15452, 3.97632, -1.72305], [4.88520, 5.23516, -0.89238], [3.22401, 5.96491, -5.31989], [2.33261, 4.84856, -4.41908], [3.53135, 4.24366, -5.68006], [5.33895, 5.07290, -4.29205], [4.28609, 5.89372, -3.16874], [3.98507, 2.49996, -4.53138], [5.61657, 2.50574, -3.93246], [5.00434, 1.12691, -1.94354], [3.31257, 1.20335, -2.40132], [4.55741, 0.48541, -3.48141], [6.22258, 3.85815, -1.94038], [4.94085, 3.11216, -1.08375], [5.23771, 6.12685, -1.40171], [5.34086, 5.15023, 0.09226], [3.82037, 5.34265, -0.65153], [-3.49471, -3.82815, -5.03847], [-3.74987, -2.40117, -5.49283], [-2.59533, -1.48889, -5.54955], [-1.60692, -1.90917, -6.54896], [-0.55636, -0.83119, -6.82993], [-1.91412, -1.39195, -4.24677], [-2.83326, -0.86670, -3.14975], [-2.59876, -4.21381, -5.52360], [-4.33686, -4.49986, -5.18917], [-3.32687, -3.81418, -3.95616], [-4.14821, -2.35034, -6.50963], [-4.53470, -1.92322, -4.90101], [-1.08531, -2.83769, -6.27767], [-2.07244, -2.18042, -7.49830], [-0.87602, 0.09359, -7.31072], [0.05065, -0.53606, -5.97189], [0.19839, -1.23837, -7.51015], [-1.12079, -0.65131, -4.31841], [-1.52096, -2.38354, -3.99515], [-3.28187, 0.08138, -3.45910], [-2.25602, -0.72972, -2.22814], [-3.58934, -1.60457, -2.88346], [-4.07347, 0.17259, 6.02234], [-3.40322, -1.05287, 5.37680], [-2.97376, -0.76512, 3.98122], [-4.12030, -0.66026, 3.07889], [-3.74161, -0.27111, 1.65021], [-2.01905, -1.76554, 3.49430], [-0.72673, -1.96122, 4.28568], [-4.29028, 0.00573, 7.07506], [-4.94017, 0.53430, 5.47245], [-3.38789, 1.02805, 6.03820], [-2.56958, -1.29388, 6.03323], [-4.04494, -1.93438, 5.45658], [-4.86265, 0.05976, 3.42247], [-4.63326, -1.62517, 2.98168], [-3.04954, 0.58182, 1.63888], [-4.60832, 0.01283, 1.05177], [-3.31528, -1.13777, 1.14472], [-2.52614, -2.72596, 3.33964], [-1.68313, -1.50235, 2.48774], [-0.17730, -2.83593, 3.94416], [-0.03550, -1.12734, 4.10156], [-0.87741, -2.01023, 5.36161], [-6.53096, -2.43264, 0.04271], [-5.26384, -2.70542, -0.76878], [-4.26821, -3.43810, 0.04923], [-4.67282, -4.82689, 0.30524], [-4.60249, -5.76637, -0.90939], [-2.92945, -3.27004, -0.54681], [-1.88151, -3.90253, 0.33832], [-7.30315, -2.05120, -0.63105], [-6.29850, -1.75892, 0.86372], [-7.02600, -3.33883, 0.39314], [-5.42418, -3.34412, -1.64354], [-4.88020, -1.71119, -1.00499], [-3.96990, -5.15541, 1.07432], [-5.63755, -4.87879, 0.80316], [-5.48693, -5.65633, -1.53708], [-3.70865, -5.67544, -1.52709], [-4.57858, -6.80417, -0.57205], [-2.76851, -2.18924, -0.53073], [-2.89455, -3.61411, -1.58699], [-1.82486, -4.98988, 0.25905], [-2.03099, -3.72401, 1.40458], [-0.87539, -3.53328, 0.12072]],
  "forces_ev_per_angstrom": [[-0.3, -0.5, 0.1], [-0.1, 0.0, -0.1], [0.3, 0.1, 0.1], [-0.1, -0.1, 0.1], [1.3, 0.1, -0.3], [1.3, 0.5, 0.5], [-0.6, -0.3, -0.4], [0.1, -0.1, -0.2], [-0.6, 0.0, 0.1], [-0.4, -0.8, -0.1], [0.4, 1.6, 0.1], [-0.6, -0.6, 0.1], [-1.2, -1.3, 0.4], [0.2, -0.1, -0.4], [0.6, -0.3, 0.0], [-0.6, -0.4, -0.7], [0.0, -0.1, 0.0], [0.0, 0.3, 0.2], [0.3, 0.1, 0.5], [1.1, 0.1, -0.6], [1.0, -1.6, -0.8], [-0.2, 0.0, 0.6], [-0.6, 0.7, 0.1], [-0.2, 0.9, 0.0], [-0.3, 1.1, 0.1], [-0.5, -0.6, -0.5], [-0.7, 0.4, -1.0], [0.0, -0.1, 1.0], [0.0, 0.3, -0.7], [0.5, -0.5, 0.2], [-0.4, -0.2, 0.7], [0.1, 0.2, -0.2], [0.2, 0.1, 0.0], [0.4, 0.2, -0.1], [0.2, -0.1, 0.3], [-0.2, 0.4, 0.7], [0.0, 0.1, 0.0], [0.0, -0.3, 0.5], [0.0, 0.0, 0.0], [0.0, 0.0, -0.2], [-0.2, 0.1, 0.0], [-0.2, 0.0, -0.2], [-0.1, 0.2, -0.3], [0.1, -0.4, -0.3], [0.1, 0.1, 0.0], [0.0, 0.0, 0.0], [-0.1, -0.2, 0.0], [-0.4, 1.2, 0.9], [0.5, -0.7, -0.5], [-0.8, 0.3, 0.6], [0.7, -0.1, 0.5], [0.1, 0.0, -0.4], [0.0, -0.5, 0.7], [-0.1, -0.4, -0.1], [0.3, -0.1, -0.4], [-0.1, -0.6, -0.3], [-0.2, -0.1, 0.0], [0.2, -0.1, 0.2], [-0.3, 0.1, -0.2], [-0.2, 0.1, 0.1], [0.1, 0.3, -0.1], [0.1, 0.4, 0.0], [-0.1, -0.2, -0.2], [-0.4, -0.3, 0.2], [0.0, 0.3, -0.3], [0.0, 0.0, 0.0], [0.0, 0.2, 0.3], [0.4, 0.1, -0.2], [-0.1, 0.1, -0.4], [0.3, 0.4, 0.6], [-0.5, 0.6, -0.9], [0.5, -0.2, 0.5], [0.3, 0.5, -0.3], [0.9, -0.2, -0.4], [-0.7, 0.3, -0.3], [0.2, -0.5, 0.2], [-0.1, -0.3, 0.0], [0.0, 0.1, -0.3], [0.2, -0.2, 0.0], [0.0, -0.4, 0.0], [0.1, -0.1, 0.2], [0.1, 0.1, 0.4], [-0.4, 0.3, 0.1], [-0.6, -0.2, 0.1], [-0.2, -0.1, 0.3], [-0.2, -0.1, -0.1], [0.4, -0.3, -0.2], [0.4, 0.1, 0.4], [-0.2, -0.1, -0.1], [0.1, 0.0, -0.1], [-0.3, 0.3, -0.1], [0.4, 0.2, -0.4], [-0.4, 0.7, 0.6], [0.8, 0.7, 0.8], [-0.7, -0.1, -1.0], [0.2, -0.1, -0.1], [0.5, -0.8, -0.8], [0.0, 0.7, 0.2], [-0.4, -0.2, -0.1], [-0.3, -0.3, 0.3], [0.2, -0.1, 0.0], [0.3, 0.0, -0.4], [-0.2, 0.0, -0.4], [0.2, 0.0, 0.4], [0.0, -0.1, 0.3], [0.2, -0.1, 0.0], [-0.2, 0.0, 0.3], [0.2, 0.2, -0.1], [-0.1, 0.0, 0.3], [-0.3, 0.2, 0.0], [-0.2, -0.2, 0.0], [-0.1, 0.1, 0.0], [0.1, -0.3, 0.0], [-0.5, -0.7, -1.0], [0.0, -0.9, 1.3], [-0.4, 1.1, -0.2], [1.4, -0.1, 0.0], [-0.4, -0.3, 0.3], [-0.8, 0.0, 1.2], [0.9, -0.6, 0.1], [0.2, 0.6, 0.2], [-0.3, 0.0, 0.1], [0.4, -0.1, 0.4], [-0.4, 0.7, -0.5], [0.4, -0.2, -0.5], [0.0, -0.3, -0.1], [-0.1, 0.2, -0.2], [0.1, 0.0, -0.2], [0.0, 0.4, 0.1], [-0.2, 0.0, 0.1], [0.1, 0.0, -0.3], [0.2, -0.1, 0.0], [-0.1, 0.0, -0.2], [-0.4, 0.3, -0.1], [-0.1, 0.0, -0.2]],
  "charge": 3,
  "e_lumo_ev": -8.50,
  "homo_energy_ev": -13.6,
  "energy_ev": -66677.3277,
  "spin_multiplicity": 1,
  "largest_force_ha_per_bohr": 0.0410,
  "orbital_gap_ev": 5.07
}